[1]
A 10-piece molecular cluster, C23H66O16S10 overall at a distorted geometry. Source: OMol25; level of theory: ωB97M-V/def2-TZVPD.

As for the energy above the lowest of the compared OMol25 structures with the same formula, charge and spin: 93.3 kcal/mol. The HOMO energy is -0.306 Ha.

Geometry as ORCA input:
```
! wB97M-V def2-TZVPD RIJCOSX def2/J DEFGRID3
* xyz 0 1
O 8.86 -11.99 16.17
S 9.99 -11.15 15.70
O 9.83 -10.17 14.63
O 10.67 -10.38 17.02
C 11.15 -11.13 18.14
C 10.29 -10.76 19.33
C 11.42 -12.30 15.21
H 12.17 -10.80 18.34
H 11.22 -12.19 17.93
H 10.72 -11.11 20.27
H 9.28 -11.19 19.28
H 10.21 -9.69 19.51
H 12.42 -11.86 15.26
H 11.12 -12.86 14.33
H 11.39 -13.06 15.99
O 4.46 -9.30 15.08
S 5.84 -9.40 14.63
O 6.31 -8.95 13.35
O 6.79 -8.82 15.80
C 6.30 -8.93 17.13
C 7.58 -8.86 18.05
C 6.28 -11.18 14.68
H 5.87 -9.90 17.36
H 5.55 -8.18 17.37
H 8.30 -8.05 17.93
H 8.08 -9.82 18.02
H 7.25 -8.84 19.09
H 6.57 -11.43 15.70
H 7.20 -11.35 14.10
H 5.37 -11.64 14.29
O 8.24 -15.26 11.37
S 8.07 -14.30 12.44
O 9.09 -13.46 13.08
O 6.78 -13.27 12.06
C 5.79 -13.77 11.19
C 4.56 -12.87 11.57
C 7.28 -15.20 13.78
H 5.54 -14.83 11.15
H 6.21 -13.50 10.22
H 4.18 -12.98 12.59
H 3.83 -13.02 10.77
H 4.74 -11.83 11.33
H 8.09 -15.87 14.08
H 6.45 -15.76 13.36
H 7.02 -14.58 14.64
C 13.15 -5.64 20.34
S 12.59 -7.28 19.60
O 12.42 -7.06 18.09
C 14.20 -8.13 19.67
H 13.65 -5.70 21.30
H 12.21 -5.09 20.34
H 13.81 -5.20 19.59
H 14.22 -9.04 19.08
H 14.26 -8.43 20.72
H 15.00 -7.51 19.28
C 10.46 -16.51 15.66
S 11.06 -16.00 17.26
O 10.69 -14.56 17.56
C 12.83 -15.90 16.75
H 9.37 -16.53 15.72
H 10.93 -17.42 15.27
H 10.80 -15.81 14.90
H 13.48 -15.44 17.49
H 12.93 -15.27 15.87
H 13.11 -16.91 16.44
C 7.82 -14.70 19.48
S 7.04 -13.07 19.08
O 6.20 -12.73 20.35
C 5.84 -13.58 17.74
H 8.35 -14.46 20.40
H 8.55 -15.06 18.76
H 7.16 -15.55 19.66
H 6.48 -14.03 16.98
H 5.19 -12.77 17.42
H 5.23 -14.38 18.16
C 13.72 -8.55 13.48
S 14.71 -9.78 14.42
O 16.16 -9.41 14.49
C 13.92 -9.37 16.10
H 12.68 -8.69 13.80
H 13.80 -8.68 12.40
H 13.91 -7.51 13.74
H 14.44 -10.01 16.81
H 12.86 -9.63 16.11
H 14.19 -8.39 16.51
C 6.20 -11.60 23.72
S 7.83 -12.35 23.41
O 8.49 -12.66 24.76
C 8.77 -10.96 22.66
H 5.60 -12.09 24.49
H 5.66 -11.74 22.78
H 6.12 -10.57 24.08
H 9.82 -11.18 22.46
H 8.82 -10.09 23.33
H 8.20 -10.64 21.79
C 14.73 -11.72 20.14
S 14.54 -13.20 21.10
O 14.32 -12.73 22.54
C 12.82 -13.54 20.56
H 14.09 -10.91 20.48
H 14.58 -12.03 19.11
H 15.76 -11.37 20.21
H 12.43 -14.45 21.01
H 12.75 -13.70 19.48
H 12.05 -12.84 20.88
C 10.63 -6.73 15.06
S 10.23 -6.26 13.33
O 11.29 -6.92 12.48
C 8.80 -7.36 12.97
H 11.65 -6.38 15.18
H 10.62 -7.80 15.26
H 10.09 -6.18 15.84
H 8.04 -7.13 13.71
H 9.17 -8.38 13.06
H 8.47 -7.09 11.96
*
```

***

[2]
A 11-piece molecular cluster, C23H68O11 overall at a distorted geometry. Source: OMol25; level of theory: ωB97M-V/def2-TZVPD.

Its SMILES is CC(C)O.CC(C)O.CC(C)O.CC(C)O.CC(C)O.CC(C)O.CO.CO.CO.CO.CO. As for the energy above the lowest of the compared OMol25 structures with the same formula, charge and spin: 45.7 kcal/mol. The HOMO energy is -0.356 Ha.

Geometry as ORCA input:
```
! wB97M-V def2-TZVPD RIJCOSX def2/J DEFGRID3
* xyz 0 1
C -18.32 -2.59 29.01
C -18.36 -1.65 30.26
C -19.85 -1.34 30.60
O -17.83 -2.35 31.36
H -17.29 -2.75 28.68
H -18.83 -2.20 28.13
H -18.78 -3.56 29.18
H -17.86 -0.70 30.13
H -19.86 -0.76 31.52
H -20.48 -2.21 30.74
H -20.27 -0.75 29.79
H -17.59 -1.67 32.00
C -19.73 0.83 24.40
C -19.77 -0.17 25.52
C -20.07 -1.59 25.04
O -18.58 -0.12 26.25
H -19.56 1.83 24.80
H -20.62 0.84 23.77
H -18.84 0.51 23.85
H -20.56 0.09 26.21
H -21.09 -1.76 24.72
H -19.82 -2.27 25.86
H -19.40 -1.98 24.27
H -18.72 0.66 26.78
C -20.44 6.42 23.41
C -20.77 4.99 23.20
C -21.43 4.34 24.40
O -21.71 4.86 22.16
H -20.00 6.89 22.53
H -19.71 6.40 24.21
H -21.33 6.96 23.72
H -19.89 4.42 22.93
H -22.32 4.91 24.66
H -20.71 4.43 25.21
H -21.70 3.28 24.32
H -21.32 5.27 21.38
C -17.44 6.51 33.08
C -17.54 7.09 31.70
C -19.04 7.17 31.23
O -16.88 8.33 31.72
H -18.23 6.89 33.73
H -16.47 6.73 33.54
H -17.51 5.42 33.04
H -16.94 6.50 31.01
H -19.32 7.54 30.24
H -19.57 7.85 31.89
H -19.46 6.17 31.22
H -15.95 8.14 31.67
C -22.91 8.79 26.10
C -22.85 7.37 26.73
C -21.60 7.07 27.45
O -23.91 7.31 27.73
H -22.08 8.93 25.40
H -22.86 9.55 26.87
H -23.84 8.98 25.57
H -23.00 6.53 26.05
H -21.66 6.22 28.13
H -21.33 7.91 28.09
H -20.76 6.87 26.78
H -24.71 7.38 27.21
C -19.98 2.36 29.25
C -19.34 3.27 28.18
C -18.41 4.37 28.77
O -18.65 2.48 27.22
H -20.26 2.93 30.14
H -19.26 1.62 29.59
H -20.89 1.91 28.87
H -20.12 3.83 27.67
H -19.10 5.07 29.25
H -17.84 4.86 27.98
H -17.75 3.98 29.54
H -18.10 3.07 26.70
C -23.67 3.35 27.16
O -23.97 2.51 28.28
H -24.60 3.84 26.88
H -23.00 4.21 27.26
H -23.33 2.77 26.30
H -24.32 1.71 27.88
C -22.81 4.29 31.13
O -23.09 2.92 30.90
H -22.54 4.50 32.16
H -21.94 4.53 30.51
H -23.68 4.85 30.81
H -23.29 2.76 29.98
C -16.92 3.24 24.13
O -17.50 4.02 25.19
H -17.48 2.34 23.90
H -16.75 3.85 23.25
H -15.96 2.96 24.58
H -17.10 4.90 25.15
C -19.44 2.79 32.84
O -18.86 2.06 33.96
H -19.23 2.24 31.92
H -20.52 2.87 32.96
H -18.98 3.78 32.78
H -18.97 2.62 34.73
C -15.99 2.14 30.69
O -14.58 2.25 30.85
H -16.34 3.09 31.09
H -16.26 1.86 29.67
H -16.52 1.41 31.30
H -14.24 2.14 31.74
*
```

***

[3]
A 9-piece molecular cluster, C23H69N11O9 overall at a distorted geometry. Source: OMol25; level of theory: ωB97M-V/def2-TZVPD.

The HOMO energy (spin up / spin down) is 0.022 / -0.250 Ha.

Geometry as ORCA input:
```
! wB97M-V def2-TZVPD RIJCOSX def2/J DEFGRID3
* xyz -1 2
C 0.79 3.04 0.38
C 0.09 1.74 0.77
C 0.71 0.61 0.03
O 0.16 -0.67 0.44
C 0.71 -1.78 -0.24
N 0.35 1.57 2.28
H 0.53 3.39 -0.62
H 1.84 2.87 0.60
H 0.38 3.78 1.07
H -0.97 1.77 0.51
H 1.79 0.64 0.21
H 0.65 0.78 -1.04
H 0.15 -2.70 -0.12
H 1.80 -1.77 -0.23
H 0.66 -1.63 -1.32
H -0.46 2.02 2.68
H 0.24 0.57 2.40
C -4.23 4.22 3.15
C -2.70 4.37 3.41
C -2.37 5.92 3.78
O -2.76 6.77 2.67
C -3.41 7.93 3.13
N -2.18 3.47 4.43
H -4.51 3.16 3.14
H -4.52 4.74 2.24
H -4.77 4.91 3.80
H -2.15 4.15 2.50
H -1.32 6.18 3.80
H -2.75 6.18 4.77
H -4.43 7.59 3.31
H -3.54 8.72 2.39
H -2.93 8.23 4.06
H -2.94 3.30 5.07
H -1.54 4.12 4.87
C -2.94 -0.18 -2.60
C -3.08 -0.43 -4.14
C -2.13 -1.47 -4.72
O -2.54 -1.63 -6.11
C -2.64 -2.94 -6.46
N -4.45 -0.95 -4.29
H -3.66 0.57 -2.28
H -2.00 0.27 -2.26
H -3.12 -1.11 -2.06
H -2.91 0.51 -4.67
H -2.22 -2.37 -4.11
H -1.11 -1.11 -4.77
H -3.46 -3.53 -6.06
H -1.70 -3.49 -6.47
H -2.80 -2.86 -7.54
H -4.51 -1.19 -5.27
H -4.36 -1.87 -3.90
C 3.73 -2.49 -3.69
C 2.62 -2.17 -4.66
C 3.07 -2.44 -6.12
O 3.98 -1.42 -6.49
C 4.48 -1.81 -7.81
N 1.48 -2.96 -4.29
H 4.56 -1.79 -3.62
H 4.10 -3.50 -3.84
H 3.27 -2.43 -2.70
H 2.27 -1.15 -4.53
H 2.21 -2.42 -6.80
H 3.47 -3.44 -6.29
H 5.07 -2.72 -7.66
H 5.16 -1.14 -8.34
H 3.72 -1.92 -8.58
H 1.88 -3.85 -4.04
H 0.87 -3.14 -5.08
C 0.32 -7.34 3.35
C 0.18 -7.08 1.78
C 0.22 -5.54 1.55
O -0.20 -5.20 0.24
C -1.64 -5.27 0.00
N 1.30 -7.69 1.07
H 0.21 -8.41 3.53
H -0.52 -6.80 3.78
H 1.25 -7.11 3.87
H -0.72 -7.58 1.43
H 1.24 -5.18 1.65
H -0.38 -5.03 2.30
H -1.82 -4.74 -0.93
H -2.24 -4.83 0.80
H -1.83 -6.31 -0.24
H 1.19 -7.35 0.12
H 2.10 -7.20 1.43
O 3.00 2.20 2.55
H 2.05 2.12 2.46
H 3.16 3.14 2.58
C -1.14 6.22 -0.74
O -0.96 5.21 -1.38
N -2.26 6.36 -0.12
N -0.32 7.19 -0.42
H -2.37 6.95 0.70
H -2.76 5.50 -0.29
H -0.83 7.85 0.14
H 0.66 7.17 -0.66
C 2.97 2.85 6.22
O 3.07 3.39 7.27
N 3.96 2.60 5.37
N 1.85 2.53 5.62
H 3.85 2.09 4.50
H 4.86 3.00 5.58
H 1.75 2.00 4.76
H 1.09 2.53 6.29
C 1.76 -1.58 3.66
O 0.94 -0.75 3.98
N 2.86 -1.37 2.94
N 1.72 -2.86 3.97
H 3.00 -0.50 2.44
H 3.26 -2.24 2.62
H 2.52 -3.35 3.60
H 0.98 -3.22 4.55
*
```

***

| no. | electronic energy (eV) |
| --- | --- |
| 1 | -166023.6079 |
| 2 | -47472.4892 |
| 3 | -59784.7617 |